Record 1
{"formula": "C17H25N6O5Tc", "method": "the ωB97M-V functional and the def2-TZVPD basis", "species": ["Tc", "N", "C", "C", "O", "N", "C", "C", "O", "O", "H", "H", "H", "H", "H", "H", "N", "C", "C", "C", "C", "N", "C", "N", "N", "C", "O", "O", "H", "H", "H", "H", "H", "H", "H", "H", "H", "H", "H", "H", "H", "H", "C", "C", "C", "C", "C", "C", "C", "H", "H", "H", "H", "H"], "xyz": [[-1.212, 0.560, 1.302], [-3.044, 1.275, 0.072], [-3.133, 2.721, 0.382], [-2.816, 2.927, 1.844], [-3.205, 3.843, 2.508], [-1.979, 1.913, 2.377], [-1.866, 1.908, 3.826], [-1.522, 0.537, 4.343], [-1.399, 0.143, 5.433], [-1.327, -0.450, 3.234], [-2.967, 1.161, -0.936], [-3.908, 0.822, 0.354], [-4.112, 3.148, 0.173], [-2.387, 3.251, -0.212], [-2.794, 2.227, 4.305], [-1.081, 2.587, 4.168], [-1.256, -1.195, -0.039], [-0.358, -0.880, -1.198], [-0.648, -1.794, -2.385], [-0.023, -1.457, -3.739], [1.496, -1.339, -3.787], [2.002, -0.043, -3.309], [1.898, 1.098, -3.989], [2.362, 2.231, -3.464], [1.359, 1.116, -5.203], [-0.470, 0.637, -1.408], [-0.658, 1.161, -2.479], [-0.266, 1.291, -0.279], [-1.003, -2.086, 0.381], [-2.204, -1.319, -0.388], [0.657, -1.036, -0.817], [-1.731, -1.843, -2.536], [-0.344, -2.805, -2.091], [-0.475, -0.546, -4.125], [-0.306, -2.262, -4.423], [1.861, -1.497, -4.804], [1.988, -2.106, -3.189], [2.458, 0.000, -2.414], [2.734, 2.261, -2.531], [2.267, 3.107, -3.947], [0.987, 0.284, -5.625], [1.269, 1.975, -5.719], [-0.088, -0.276, 2.560], [1.008, -1.079, 2.989], [0.892, -2.017, 4.027], [2.001, -2.754, 4.394], [3.212, -2.555, 3.740], [3.338, -1.621, 2.714], [2.237, -0.880, 2.338], [-0.055, -2.151, 4.532], [1.930, -3.479, 5.193], [4.078, -3.131, 4.040], [4.295, -1.469, 2.235], [2.309, -0.116, 1.572]], "mulliken_charge": [0.872, -0.432, -0.249, 0.136, -0.520, -0.071, -0.592, 0.305, -0.387, -0.368, 0.244, 0.265, 0.457, 0.243, 0.451, 0.311, -0.361, 0.372, -1.121, -0.430, -1.268, -0.071, 0.886, -0.409, -0.362, 0.593, -0.631, -0.878, 0.355, 0.258, 0.194, 0.430, 0.407, 0.418, 0.366, 0.396, 0.493, 0.250, 0.173, 0.201, 0.188, 0.214, 0.268, 0.647, -0.198, -0.827, -0.313, -0.818, -0.358, 0.463, 0.434, 0.425, 0.418, 0.534], "orbital_gap_ev": [7.58, 7.58], "max_force_ev_per_a": 0.51, "charge": 2, "total_energy_ev": -39398.093}


Record 2
{"formula": "C41H37N8O5PRe", "method": "the ωB97M-V functional and the def2-TZVPD basis", "species": ["Re", "C", "N", "C", "C", "N", "C", "P", "C", "N", "C", "C", "N", "C", "C", "N", "C", "C", "N", "C", "H", "H", "H", "H", "H", "H", "H", "H", "H", "H", "H", "H", "H", "H", "H", "O", "C", "C", "O", "O", "C", "C", "C", "C", "C", "C", "C", "C", "C", "C", "C", "C", "H", "H", "H", "H", "H", "H", "H", "H", "H", "H", "H", "O", "C", "N", "C", "C", "O", "N", "C", "C", "C", "C", "C", "C", "C", "C", "C", "C", "C", "C", "H", "H", "H", "H", "H", "H", "H", "H", "H", "H", "H"], "xyz": [[-0.139, 0.407, -0.962], [-3.315, 4.497, 1.203], [-2.966, 3.322, 0.412], [-3.841, 2.582, -0.332], [-3.120, 1.585, -0.913], [-1.814, 1.702, -0.520], [-1.746, 2.769, 0.280], [-0.184, 3.441, 0.956], [0.448, 1.879, 1.645], [0.580, 0.746, 0.949], [1.048, -0.208, 1.812], [1.220, 0.369, 3.033], [0.841, 1.674, 2.916], [0.811, 2.643, 4.006], [0.697, 3.358, -0.639], [0.642, 2.326, -1.482], [1.311, 2.696, -2.614], [1.781, 3.964, -2.445], [1.382, 4.371, -1.204], [1.655, 5.680, -0.621], [-4.353, 4.743, 1.001], [-3.196, 4.284, 2.263], [-2.689, 5.339, 0.916], [-4.889, 2.818, -0.379], [-3.454, 0.811, -1.581], [1.229, -1.225, 1.508], [1.578, -0.038, 3.961], [1.281, 2.188, 4.873], [1.367, 3.534, 3.728], [-0.218, 2.901, 4.251], [1.409, 2.034, -3.458], [2.351, 4.603, -3.097], [2.426, 6.161, -1.217], [0.757, 6.294, -0.634], [2.018, 5.564, 0.397], [3.198, 1.149, -0.903], [3.689, -0.177, -0.787], [2.485, -1.135, -0.839], [2.436, -2.235, -0.400], [1.327, -0.621, -1.432], [4.644, -0.491, -1.935], [4.500, -1.591, -2.770], [5.404, -1.799, -3.803], [6.452, -0.916, -4.004], [6.604, 0.178, -3.163], [5.710, 0.387, -2.127], [4.351, -0.365, 0.577], [5.098, -1.512, 0.829], [5.678, -1.704, 2.071], [5.524, -0.750, 3.068], [4.785, 0.396, 2.817], [4.194, 0.590, 1.576], [3.516, 1.495, -1.745], [3.697, -2.302, -2.626], [5.286, -2.658, -4.450], [7.155, -1.084, -4.808], [7.432, 0.860, -3.303], [5.859, 1.216, -1.445], [5.232, -2.254, 0.053], [6.261, -2.595, 2.258], [5.995, -0.893, 4.031], [4.683, 1.153, 3.585], [3.640, 1.495, 1.374], [-1.352, -0.606, -2.600], [-1.899, -1.274, -1.685], [-2.943, -2.083, -1.658], [-3.383, -2.318, -0.266], [-2.290, -1.532, 0.509], [-2.204, -1.352, 1.692], [-1.399, -1.035, -0.435], [-3.366, -3.790, 0.119], [-3.465, -4.135, 1.464], [-3.517, -5.468, 1.833], [-3.476, -6.465, 0.868], [-3.379, -6.122, -0.471], [-3.322, -4.788, -0.847], [-4.771, -1.699, -0.075], [-5.100, -0.930, 1.034], [-6.386, -0.424, 1.172], [-7.350, -0.678, 0.211], [-7.030, -1.461, -0.890], [-5.751, -1.972, -1.027], [-3.489, -2.300, -2.476], [-3.511, -3.366, 2.223], [-3.594, -5.729, 2.880], [-3.520, -7.505, 1.161], [-3.342, -6.892, -1.230], [-3.225, -4.551, -1.898], [-4.368, -0.738, 1.806], [-6.637, 0.159, 2.048], [-8.353, -0.290, 0.327], [-7.781, -1.690, -1.633], [-5.542, -2.622, -1.869]], "lowdin_spin": [0.835, 0.000, 0.004, 0.000, 0.005, 0.007, 0.008, 0.003, 0.019, 0.001, 0.007, -0.001, 0.013, 0.001, 0.001, -0.003, 0.000, 0.000, 0.000, 0.000, 0.000, 0.000, 0.000, 0.000, 0.000, 0.000, 0.000, 0.000, 0.000, 0.000, 0.000, 0.000, 0.000, 0.000, 0.000, 0.001, 0.002, 0.012, 0.013, 0.062, 0.001, 0.000, 0.000, 0.000, 0.000, 0.000, 0.000, 0.000, 0.000, 0.000, 0.000, 0.000, 0.000, 0.000, 0.000, 0.000, 0.000, 0.000, 0.000, 0.000, 0.000, 0.000, 0.000, 0.014, 0.004, 0.002, 0.000, 0.000, -0.002, -0.007, 0.000, 0.000, 0.000, 0.000, 0.000, 0.000, 0.000, 0.000, 0.000, 0.000, 0.000, 0.000, 0.000, 0.000, 0.000, 0.000, 0.000, 0.000, 0.000, 0.000, 0.000, 0.000, 0.000], "spin_multiplicity": 2, "orbital_gap_ev": [6.36, 6.65], "max_force_ev_per_a": 1.12, "charge": 2, "total_energy_ev": -76684.767}


Record 3
{"formula": "C6H12N2", "method": "the ωB97M-V functional and the def2-TZVPD basis", "species": ["C", "C", "C", "N", "C", "N", "H", "H", "H", "H", "H", "H", "C", "C", "H", "H", "H", "H", "H", "H"], "xyz": [[-0.099, -0.585, -2.345], [-0.494, 0.560, -1.479], [-1.587, 0.672, -0.673], [-1.511, 1.892, -0.056], [-0.361, 2.477, -0.514], [0.273, 1.700, -1.335], [-0.400, -1.523, -1.890], [0.951, -0.567, -2.620], [-0.667, -0.513, -3.278], [-2.412, -0.017, -0.605], [-2.299, 2.243, 0.422], [-0.184, 3.469, -0.166], [0.622, -1.372, 1.258], [1.600, -1.173, 2.408], [-0.344, -1.704, 1.652], [0.388, -0.409, 0.807], [0.942, -2.027, 0.450], [2.021, -2.093, 2.772], [1.139, -0.490, 3.122], [2.422, -0.539, 2.071]], "mulliken_charge": [-1.251, 0.742, -0.546, -0.060, -0.203, -0.634, 0.306, 0.292, 0.346, 0.401, 0.180, 0.431, -0.477, -1.036, 0.283, -0.005, 0.318, 0.325, 0.282, 0.307], "orbital_gap_ev": 9.42, "max_force_ev_per_a": 1.67, "total_energy_ev": -9396.532, "de_lowest_kj_mol": 30.7}